*A*
{"formula": "C5H12O2S", "method": "ωB97M-V with the def2-TZVPD basis set", "species": ["C", "C", "C", "C", "C", "O", "O", "S", "H", "H", "H", "H", "H", "H", "H", "H", "H", "H", "H", "H"], "xyz": [[1.7990, -1.0277, -0.3590], [-1.3825, 1.6456, 0.9653], [0.5741, -1.0112, -1.2054], [-0.2488, 0.9163, 0.2629], [-0.5243, -0.3724, -0.4962], [0.3738, 1.7892, -0.7969], [-0.1215, -1.2174, 1.7139], [-2.1448, -0.5020, -0.7760], [2.6620, -1.6712, -0.6736], [2.2231, 0.0229, -0.1969], [1.4569, -1.3169, 0.5815], [-2.2528, 1.9800, 0.3517], [-1.7143, 1.0356, 1.7102], [-0.8208, 2.5305, 1.4789], [0.8771, -0.2906, -1.9825], [0.2573, -1.9145, -1.7051], [0.5271, 0.7275, 0.9580], [0.7132, 2.5737, -0.4193], [-0.3906, -2.1340, 1.6703], [-1.8634, -1.7633, -1.0817]], "homo_lumo_gap_ev": [7.98, 7.99], "e_homo_ev": [-8.557, -8.571], "total_charge": 0}

*B*
{"formula": "C5H12O2S", "method": "ωB97M-V with the def2-TZVPD basis set", "species": ["C", "C", "C", "C", "C", "O", "O", "S", "H", "H", "H", "H", "H", "H", "H", "H", "H", "H", "H", "H"], "xyz": [[1.8669, 0.8835, 0.7541], [2.9426, -0.1593, 0.9656], [-3.1429, -0.4257, -0.0445], [1.3383, 0.6281, -1.8128], [-1.9224, 0.5197, -0.1598], [-1.8323, 1.1452, 1.1310], [-0.7331, -0.1798, -0.3575], [0.5358, 1.0219, -0.2560], [1.6118, 1.4165, 1.7054], [3.7612, 0.1534, 0.3027], [3.2255, -0.0995, 1.9071], [2.5706, -1.1447, 0.6953], [-3.0981, -0.8873, 0.8624], [-4.0918, 0.1841, -0.0954], [-3.0586, -1.1903, -0.9088], [0.6861, 0.2645, -2.5563], [1.6993, 1.6230, -2.0884], [1.9647, -0.2867, -1.5826], [-0.9690, 1.5396, 1.1951], [-2.2130, 1.3746, -0.9315]], "homo_lumo_gap_ev": 8.83, "e_homo_ev": -8.133, "total_charge": 0}

Bottom line: *B*, by a margin of 8.4 kcal/mol.

*A*
{"formula": "C2H5N3OS2", "method": "ωB97M-V with the def2-TZVPD basis set", "species": ["C", "C", "H", "H", "H", "H", "H", "N", "N", "N", "O", "S", "S"], "xyz": [[-0.5521, -0.8784, -0.5521], [1.3835, 0.0671, 0.4087], [-2.7531, -0.3396, 1.6023], [-2.4485, -1.4442, -1.0661], [1.0200, -1.3929, -1.3473], [1.7457, -0.8790, 0.6663], [2.6033, 3.2204, 0.5813], [-1.8872, -0.8758, -0.4420], [0.0543, -1.7457, -1.2934], [2.0847, 1.0665, 0.7250], [0.1099, 0.2409, -0.0375], [-2.7966, 0.3420, 0.4150], [1.4360, 2.6186, 0.3398]], "smiles": "[H]/N=C(/NS)O/C=N\\S", "homo_lumo_gap_ev": 9.52, "e_homo_ev": -9.030, "total_charge": 0}

*B*
{"formula": "C2H5N3OS2", "method": "ωB97M-V with the def2-TZVPD basis set", "species": ["C", "C", "H", "H", "H", "H", "H", "N", "N", "N", "O", "S", "S"], "xyz": [[-0.4205, -0.9724, 0.2415], [0.2187, 0.3295, 0.4418], [-0.1887, 0.4593, -2.0891], [1.0982, -0.9975, -2.2129], [-1.4201, -2.0021, -1.2185], [-0.6554, 0.2632, 2.1348], [1.3997, 2.2599, 2.0467], [0.0152, -0.7320, -2.2718], [-0.5369, -1.4307, -1.0981], [-0.0949, 0.8815, 1.6029], [-1.0149, -1.7488, 1.1404], [1.5344, 1.0102, -0.5472], [0.0652, 2.6798, 1.8294]], "smiles": "NNC(=O)C(=S)NS", "homo_lumo_gap_ev": 7.31, "e_homo_ev": -8.526, "total_charge": 0}

*C*
{"formula": "C2H5N3OS2", "method": "ωB97M-V with the def2-TZVPD basis set", "species": ["C", "C", "H", "H", "H", "H", "H", "N", "N", "N", "O", "S", "S"], "xyz": [[0.2627, 0.4261, 0.0468], [0.1208, -0.3653, -1.2550], [1.3353, 1.9590, 0.8357], [1.4031, 1.7959, -0.9124], [-1.0074, 0.3708, 3.2944], [-0.6871, -2.0148, -2.0787], [-1.0356, -1.4377, 0.5654], [1.0859, 1.4852, 0.0035], [-0.4184, 0.0822, 1.0470], [-0.5502, -1.5148, -1.2205], [-0.9705, -2.1742, -0.0836], [-0.3054, 1.1379, 2.4234], [0.7669, 0.2497, -2.6660]], "smiles": "N/C(=N\\S)C(=S)NO", "homo_lumo_gap_ev": 8.61, "e_homo_ev": -8.671, "total_charge": 0}

Bottom line: *A*, by a margin of 2.9 kcal/mol.